Record 1
The following is a DFT calculation (the ωB97M-V functional and the def2-TZVPD basis) of the molecule C6H9N at a distorted geometry.

HOMO-LUMO gap in eV: 8.6473
Energy in a.u.: -288.71268
Relative energy (zero: lowest compared OMol25 entry of this formula, charge and spin) in kJ/mol: 182.1
Charge: 0
LUMO level in Eh: 0.0336
SMILES: Cc1cc[nH]c1C

Last columns: bonded neighbours and bond lengths (Å).
CARTESIAN COORDINATES (ANGSTROEM)
1 C -0.74580 1.93078 0.08777  H2 1.077, N4 1.394, C6 1.388
2 H -1.09791 2.94473 0.00072  C1 1.077
3 C -0.44201 -1.17850 -1.51704  H7 1.091, H10 1.103, H11 1.263, C16 1.470
4 N -0.88012 0.98833 -0.93065  C1 1.394, H13 1.125, C16 1.360
5 H 1.91629 -0.43364 2.15731  C8 1.097
6 C 0.00897 1.37263 1.10989  C1 1.388, H12 1.092, C15 1.424
7 H -1.42729 -1.64573 -1.49911  C3 1.091
8 C 1.20668 -0.93399 1.48736  H5 1.097, H9 1.097, H14 1.096, C15 1.504
9 H 1.78648 -1.58045 0.81754  C8 1.097
10 H 0.34824 -1.94796 -1.50590  C3 1.103
11 H -0.64992 -0.47133 -2.54206  C3 1.263
12 H 0.32421 1.85796 2.03644  C6 1.092
13 H -1.08791 0.74911 -2.01015  N4 1.125
14 H 0.57972 -1.58313 2.10932  C8 1.096
15 C 0.38750 0.05954 0.70975  C6 1.424, C8 1.504, C16 1.380
16 C -0.22712 -0.12834 -0.51119  C3 1.470, N4 1.360, C15 1.380

***

Record 2
The following is a DFT calculation (the ωB97M-V functional and the def2-TZVPD basis) of the molecule C6H9N at a distorted geometry.

HOMO-LUMO gap in eV: 8.4365
Energy in a.u.: -288.70967
Relative energy (zero: lowest compared OMol25 entry of this formula, charge and spin) in kJ/mol: 190.0
Charge: 0
LUMO level in Eh: 0.0361
SMILES: Cc1cc[nH]c1C

Last columns: bonded neighbours and bond lengths (Å).
CARTESIAN COORDINATES (ANGSTROEM)
1 C -1.01925 -1.71307 0.29495  H2 1.095, C4 1.516, H5 1.099, H13 1.097
2 H -0.81656 -2.76252 0.05824  C1 1.095
3 H 1.23480 2.19082 0.17174  N16 1.015
4 C 0.15049 -0.77064 0.09416  C1 1.516, C9 1.369, C15 1.414
5 H -1.34552 -1.68336 1.34378  C1 1.099
6 C -1.24948 1.38456 -0.11411  H7 1.099, H8 1.087, C9 1.472, H14 1.092
7 H -1.29752 1.78451 -1.13642  C6 1.099
8 H -2.11620 0.74798 0.04759  C6 1.087
9 C -0.02400 0.58709 0.06019  C4 1.369, C6 1.472, N16 1.351
10 H 3.12783 1.04652 -0.22400  C11 1.147
11 C 2.21343 0.35407 -0.23923  H10 1.147, C15 1.587, N16 1.358
12 H 1.59952 -2.12127 -0.47885  C15 1.132
13 H -1.87303 -1.40578 -0.32181  C1 1.097
14 H -1.27802 2.22060 0.58750  C6 1.092
15 C 1.52319 -1.06608 -0.07649  C4 1.414, C11 1.587, H12 1.132
16 N 1.17031 1.20656 -0.06725  H3 1.015, C9 1.351, C11 1.358

***

Record 3
The following is a DFT calculation (the ωB97M-V functional and the def2-TZVPD basis) of the molecule C6H9N at a distorted geometry.

HOMO-LUMO gap in eV: 9.4346
Energy in a.u.: -288.59367
Relative energy (zero: lowest compared OMol25 entry of this formula, charge and spin) in kJ/mol: 494.6
Charge: 0
LUMO level in Eh: 0.0284
SMILES: C[C@@H]1[C@H](C)[C@@H]1C#N

Last columns: bonded neighbours and bond lengths (Å).
CARTESIAN COORDINATES (ANGSTROEM)
1 H -2.45351 -0.08771 -0.70218  C7 1.120
2 H 1.87630 -1.67784 0.57058  C14 1.096
3 H 0.28678 2.12168 -0.88010  C5 1.074
4 H 0.46943 -1.00363 1.41888  C14 1.093
5 C 0.10125 1.23951 -0.29721  H3 1.074, C8 1.501, C10 1.497, C16 1.454
6 H -0.73847 -1.39702 -0.89970  C7 1.282
7 C -1.50981 -0.55387 -0.31965  H1 1.120, H6 1.282, C10 1.597, H13 1.089
8 C 1.10470 0.12320 -0.28996  C5 1.501, C10 1.504, H12 1.098, C14 1.503
9 H 2.05428 -0.24484 1.60889  C14 1.092
10 C -0.18813 -0.02541 -1.04359  C5 1.497, C7 1.597, C8 1.504, H11 1.104
11 H -0.17264 -0.02888 -2.14784  C10 1.104
12 H 1.98711 0.37319 -0.89281  C8 1.098
13 H -1.71246 -1.04184 0.63213  C7 1.089
14 C 1.39607 -0.74912 0.89892  H2 1.096, H4 1.093, C8 1.503, H9 1.092
15 N -1.57211 1.66368 1.61618  C16 1.159
16 C -0.92880 1.28892 0.72747  C5 1.454, N15 1.159

***

Record 4
The following is a DFT calculation (the ωB97M-V functional and the def2-TZVPD basis) of the molecule C6H9N at a distorted geometry.

HOMO-LUMO gap in eV: 9.3170
Energy in a.u.: -288.62543
Relative energy (zero: lowest compared OMol25 entry of this formula, charge and spin) in kJ/mol: 411.2
Charge: 0
LUMO level in Eh: 0.0408
SMILES: C[C@]12C[C@H]1[C@H]1N[C@H]12

Last columns: bonded neighbours and bond lengths (Å).
CARTESIAN COORDINATES (ANGSTROEM)
1 C 1.67494 -0.75966 0.97468  H3 1.105, H6 1.099, H11 1.095, C15 1.533
2 H -2.49598 0.73439 0.48952  C9 1.080
3 H 2.29574 -1.33397 0.26387  C1 1.105
4 H -1.16715 -1.65290 0.76097  C14 1.094
5 H -2.60181 -0.69021 -1.39064  N12 1.028
6 H 1.39361 -1.45576 1.77671  C1 1.099
7 C 0.71933 0.73971 -0.93623  H10 1.080, C13 1.488, C15 1.482, H16 1.089
8 H -0.31377 2.30149 0.33767  C13 1.090
9 C -1.60254 0.45341 -0.04906  H2 1.080, N12 1.439, C13 1.526, C14 1.446
10 H 0.49826 0.37049 -1.92692  C7 1.080
11 H 2.33259 -0.00031 1.41163  C1 1.095
12 N -1.64321 -0.34814 -1.24291  H5 1.028, C9 1.439, C14 1.616
13 C -0.31073 1.26456 0.00058  C7 1.488, H8 1.090, C9 1.526, C15 1.623
14 C -0.90772 -0.80320 0.12254  H4 1.094, C9 1.446, N12 1.616, C15 1.553
15 C 0.48598 -0.12875 0.24171  C1 1.533, C7 1.482, C13 1.623, C14 1.553
16 H 1.64246 1.30884 -0.83415  C7 1.089

***

Question: Number 3 is which compound?
Answer: C6H9N